Below is a cluster of 2 separate species, C2H3ClO3 in total at a distorted geometry, with properties calculated with ωB97M-V/def2-TZVPD.

Results
- E_HOMO (eV) = -10.50
- largest force on an atom (eV Å⁻¹) = 3.73
- structure (SMILES) = O=CCl.O=CO
- relative energy (zero: lowest compared OMol25 entry of this formula, charge and spin) (kcal per mole) = 12.9
- net charge = 0
- lowest unoccupied orbital energy (hartree) = 0.024

Last column: natural (NBO) charge in e.
Geometry (Å):
Cl -2.693 0.156 0.374  0.01
O 1.075 0.942 -0.113  -0.62
O 1.386 -0.929 1.010  -0.67
O -0.804 -0.831 -1.034  -0.52
C -1.656 0.005 -0.939  0.35
C 1.539 0.351 0.854  0.63
H -1.963 0.641 -1.845  0.15
H 1.996 0.949 1.620  0.13
H 1.120 -1.284 0.072  0.52